# 1
CH6N2O | ωB97M-V/def2-TZVPD

XYZ file:
```
10
Properties=species:S:1:pos:R:3:forces:R:3:mulliken_charge:R:1
O -1.40489 -0.89099 -0.81265 0.0 0.0 -0.5 -0.4989
N 1.35183 -0.20700 0.65697 -0.7 1.0 -1.5 -0.6170
N 0.20301 0.76765 -0.43344 3.7 -0.7 1.0 -0.4405
C -0.92272 0.11028 0.04056 0.0 -1.9 3.2 -0.2452
H 0.33550 1.64456 0.06508 -0.1 0.0 -0.1 0.3002
H -1.12130 -0.67394 -1.70991 -0.1 0.1 0.1 0.2994
H 2.36446 -0.01505 0.70855 -0.3 0.6 -0.7 0.2279
H -0.38543 -0.42903 0.97065 -2.5 0.7 -1.2 0.4292
H 1.30545 -1.06758 0.10375 -0.1 0.2 0.0 0.2424
H -1.72591 0.76111 0.41044 0.1 0.1 -0.4 0.3025
```
Positions in Å, forces in eV/Å.

Results
**E_LUMO**: 0.6 eV
**Charge**: 0
**E_tot**: -6158.5212 eV
**Energy above the lowest of the compared OMol25 structures with the same formula, charge and spin**: 91.66 kcal/mol
**2S+1**: 1
**Frontier orbital gap**: 10.33 eV

# 2
C4H9NO2 | ωB97M-V/def2-TZVPD

XYZ file:
```
16
Properties=species:S:1:pos:R:3:forces:R:3:mulliken_charge:R:1
O -0.43004 -2.10037 0.85155 0.2 -0.1 0.0 -0.5470
O 2.21378 -1.06483 0.86979 -0.1 0.3 -0.3 -0.6189
N 0.99904 0.31933 -0.47790 0.1 0.0 0.0 -0.1105
C -0.27768 0.27495 0.24382 -0.1 0.0 0.1 0.3439
C -0.99733 -1.06813 0.09243 -0.2 0.3 -0.2 -0.5459
C 2.14166 -0.24409 -0.03310 0.0 -0.1 0.1 0.0297
C -1.12787 1.44211 -0.24610 -0.1 0.0 0.0 -1.6330
H -0.04656 0.40251 1.30912 0.0 0.0 -0.1 0.3100
H -1.42319 1.29944 -1.29342 0.0 0.0 0.1 0.3796
H 1.06197 0.91925 -1.28636 0.0 0.0 0.1 0.2670
H -1.03879 -1.31652 -0.98308 0.0 0.0 0.1 0.2522
H -2.03876 1.53436 0.35082 0.1 0.0 -0.1 0.4002
H 0.53289 -1.96018 0.89327 -0.1 0.0 0.1 0.3973
H 3.03825 0.12514 -0.56074 -0.1 -0.2 0.0 0.3540
H -0.57500 2.38456 -0.16876 -0.1 -0.1 0.0 0.4148
H -2.03238 -0.94754 0.43865 0.1 0.0 -0.1 0.3066
```
Positions in Å, forces in eV/Å.

Results
**E_LUMO**: 0.7 eV
**Charge**: 0
**E_tot**: -9879.2528 eV
**Energy above the lowest of the compared OMol25 structures with the same formula, charge and spin**: 18.63 kcal/mol
**2S+1**: 1
**Frontier orbital gap**: 10.67 eV
**Structure (SMILES)**: C[C@@H](CO)NC=O

# 3
C41H35BrCoN9O4S | ωB97M-V/def2-TZVPD

XYZ file:
```
92
Properties=species:S:1:pos:R:3:forces:R:3:mulliken_charge:R:1
Br 1.93743 -3.82386 5.35023 0.0 0.0 0.0 -0.2159
Co -0.34369 -0.18571 -0.53021 -0.1 -0.1 0.0 -0.1964
S -5.90444 -3.79369 -3.47562 0.0 0.0 0.0 -0.3395
O 0.25390 -1.93541 -0.10828 0.1 0.1 0.0 -0.5077
O -1.11803 1.48561 -1.00645 0.2 -0.1 -0.3 0.4652
O 0.60720 2.92538 -0.81801 0.0 0.0 0.0 -0.7161
O 5.41771 1.19568 0.00508 0.0 0.0 -0.1 -0.6742
N 4.52482 -2.31976 -1.93728 0.0 0.0 0.0 -0.6169
N -1.73231 -1.06307 -1.61098 -0.1 0.0 0.1 1.1135
N 5.42120 -0.84705 0.98609 -0.1 0.0 -0.1 0.6867
N 1.14578 0.52367 0.48903 0.1 0.0 -0.1 1.0784
N -4.29992 -2.98733 -5.39268 0.1 -0.1 0.0 -0.3350
N 0.77386 -0.32963 -2.17326 0.1 0.2 0.1 -0.5270
N 2.47116 -1.76159 -3.22441 0.0 0.2 0.2 -0.9744
N -1.37541 -0.14224 1.14877 0.0 0.0 0.1 0.2336
N -3.94272 -0.29334 -0.01653 0.0 0.0 0.0 -0.3098
C -3.59409 0.82155 0.66894 0.0 0.0 0.0 -0.1612
C -2.81847 3.42635 -1.90657 0.0 0.0 0.0 0.0131
C 1.69926 -3.96575 2.50259 0.0 0.0 0.0 -0.6691
C 2.40139 0.44913 0.18068 -0.1 -0.1 0.0 0.0303
C -4.56488 -3.05141 -4.07674 -0.1 0.0 -0.1 -0.1473
C -0.34682 -0.19025 2.17278 0.0 0.0 0.0 -0.0505
C -2.08665 -0.53763 -2.77798 0.0 0.0 0.0 -0.3664
C -3.20223 -2.88711 -1.98739 -0.1 0.0 0.0 -0.9730
C 3.56198 -2.02986 -2.51575 -0.1 0.0 0.0 0.5643
C -3.09913 2.94360 2.40426 0.0 0.0 0.0 -1.3366
C 0.32565 -1.54008 2.26276 0.0 0.0 -0.1 0.1115
C 0.73450 0.89093 1.82277 -0.1 -0.1 0.0 0.6879
C -4.49007 1.91836 0.76672 0.0 0.0 0.0 1.8880
C -5.98148 0.75289 -0.71532 0.0 0.0 0.0 -0.9565
C -5.08001 -0.32685 -0.66208 0.0 0.0 0.0 -0.4191
C 4.84153 0.32940 0.64648 0.0 0.0 0.2 -0.3598
C -3.57027 -2.35779 -3.21626 0.1 0.0 0.1 1.0336
C -3.00088 -1.15249 -3.61307 0.0 0.0 0.0 -1.1020
C 3.12154 0.86097 2.46991 0.0 0.0 -0.1 0.0799
C 4.68797 -1.99328 1.52244 0.0 0.0 -0.1 0.5123
C -0.54882 2.64239 -1.08810 -0.2 0.0 0.0 -0.0878
C -1.06020 5.03739 -1.61612 0.0 0.0 0.0 -0.5764
C -3.67729 4.43724 -2.31546 0.0 0.0 0.0 -0.9710
C 3.44136 0.56999 1.12463 0.0 -0.1 0.0 -0.8479
C 5.23646 -2.45364 2.86273 0.0 0.0 0.0 -1.2784
C 0.72956 -2.01020 3.50546 0.0 0.0 0.0 -0.4596
C 1.59545 -1.01088 -2.64286 0.0 -0.2 -0.1 0.8255
C -5.68310 1.86578 0.01402 0.0 0.0 0.0 -0.7380
C -4.21431 3.00486 1.62859 0.0 0.0 0.0 -1.0225
C 1.40828 -3.20864 3.62616 0.0 0.0 0.0 -0.3414
C 0.60781 -2.29432 1.10157 0.0 0.0 0.1 -0.2636
C -1.91719 6.04826 -2.02475 0.0 0.0 0.0 -0.5973
C -2.32017 0.84929 1.36894 0.0 0.1 0.0 0.7983
C -2.28688 -2.20489 -1.20920 0.1 0.0 0.0 -0.4543
C 7.85234 -0.40065 1.19413 0.0 0.0 0.0 -1.3031
C -1.50619 3.72252 -1.55396 0.0 0.0 0.0 0.3573
C 6.74504 -1.10572 0.42402 0.0 0.0 0.0 -0.8706
C -3.22851 5.74955 -2.37440 0.0 0.0 0.0 -0.4186
C 1.82684 1.04181 2.81143 0.0 0.0 0.0 -2.0673
C 1.30604 -3.50722 1.25981 0.0 0.0 0.0 -0.4510
C -2.17858 1.88503 2.28812 0.0 -0.1 0.0 -1.0322
H -6.35852 2.71368 0.04760 0.0 0.0 0.0 0.4201
H 1.54466 -4.06732 0.36393 0.0 0.0 0.0 0.5072
H 7.87189 -0.72695 2.23629 0.0 0.0 0.0 0.2565
H -1.61802 0.40174 -3.03388 0.0 0.0 0.0 0.5693
H 5.16313 -1.65963 3.60837 0.0 0.0 0.0 0.2623
H -5.32524 -1.25835 -1.16682 0.0 0.0 0.0 0.5613
H 0.19628 1.84245 1.71777 0.0 0.0 0.0 0.4882
H -3.89874 6.53953 -2.69165 0.0 0.0 0.0 0.3850
H 7.69641 0.67690 1.16838 0.0 0.0 0.0 0.2846
H -1.56480 7.07159 -2.06948 0.0 0.0 0.0 0.3868
H -1.96858 -2.55944 -0.24171 0.0 0.0 0.0 0.4151
H -0.03426 5.24036 -1.33789 0.0 0.0 0.0 0.4835
H 2.23779 -4.89997 2.59694 0.0 0.0 0.0 0.4545
H 1.54601 1.29842 3.82636 0.0 0.0 0.0 0.4842
H -4.90296 3.83926 1.67901 0.0 0.0 0.0 0.3703
H -2.88153 3.73738 3.10958 0.0 0.0 0.0 0.3756
H -4.69990 4.19837 -2.58317 0.0 0.0 0.0 0.4139
H -1.31373 1.93759 2.92984 0.0 0.0 0.0 0.4613
H 4.73746 -2.79366 0.78021 0.0 0.0 0.0 0.4581
H -3.39400 -2.69258 -5.71757 0.0 0.0 0.0 0.2178
H 3.91355 0.93794 3.20437 0.0 0.0 0.0 0.5284
H 4.66859 -3.31043 3.22873 0.0 0.0 0.0 0.3845
H 8.82549 -0.61600 0.74810 0.0 0.0 0.0 0.4334
H 6.28517 -2.74830 2.78134 0.0 0.0 0.0 0.3421
H -3.27941 -0.66439 -4.53728 0.0 0.0 0.0 0.4515
H 0.50707 -1.42863 4.39293 0.0 0.0 0.0 0.4561
H -3.63974 -3.81026 -1.63584 0.0 0.0 0.0 0.4082
H -6.89321 0.67426 -1.29297 0.0 0.0 0.0 0.4387
H 6.89140 -2.18579 0.43133 0.0 0.0 0.0 0.5410
H -3.16004 2.40156 -1.84392 0.0 0.0 0.0 0.2305
H 6.73787 -0.78754 -0.61923 0.0 0.0 0.0 0.4728
H -0.77183 0.03002 3.15561 0.0 0.0 0.0 1.2801
H 3.63437 -1.74056 1.61658 0.0 0.0 0.0 -0.8601
H -4.90951 -3.47725 -6.02570 0.0 0.0 0.0 0.2251
H 2.65354 0.21970 -0.84561 0.0 0.0 0.1 0.6678
```
Positions in Å, forces in eV/Å.

Results
**E_LUMO (spin up / spin down)**: 1.4 / 1.2 eV
**Charge**: -1
**E_tot**: -183194.8051 eV
**Energy above the lowest of the compared OMol25 structures with the same formula, charge and spin**: 5.76 kcal/mol
**2S+1**: 2
**⟨S²⟩**: 0.7859
**Frontier orbital gap (spin up / spin down)**: 6.29 / 6.25 eV